(1)
Density functional theory data (wB97M-V/def2-TZVPD) for a 2-piece molecular cluster, C3H11N4S overall.

Geometry as ORCA input:
```
! wB97M-V def2-TZVPD RIJCOSX def2/J DEFGRID3
* xyz -1 1
N 1.4039 0.7821 1.7132
C 2.3926 1.5807 1.1324
N 2.1708 1.8578 -0.1891
N 3.3607 2.1275 1.7723
H 1.7926 0.2330 2.4642
H 0.9629 0.1476 1.0265
H 1.5484 1.2616 -0.7252
H 2.9100 2.3293 -0.6723
H 3.3242 1.8614 2.7494
C -2.4489 -1.5278 -1.3436
C -1.6177 -0.2642 -1.1611
S 0.1457 -0.5841 -0.9715
N -2.3271 -2.4894 -0.2460
H -2.1469 -2.0470 -2.2584
H -3.5139 -1.2649 -1.4586
H -2.0075 0.3295 -0.3270
H -1.7689 0.3170 -2.0883
H -2.8380 -2.1571 0.5633
H -1.3428 -2.4932 0.0198
*
```

E_HOMO: -3.3960 eV
LUMO energy: 4.0 eV

In elementary charge units, the natural (NBO) charges are: number 1, N, carries -0.87; number 2, C, carries 0.59; number 3, N, carries -0.85; number 4, N, carries -0.84; number 5, H, carries 0.35; number 6, H, carries 0.42; number 7, H, carries 0.43; number 8, H, carries 0.38; number 9, H, carries 0.31; number 10, C, carries -0.22; number 11, C, carries -0.54; number 12, S, carries -0.68; number 13, N, carries -0.86; number 14, H, carries 0.18; number 15, H, carries 0.16; number 16, H, carries 0.18; number 17, H, carries 0.18; number 18, H, carries 0.33; number 19, H, carries 0.38

=====

(2)
Density functional theory data (wB97M-V/def2-TZVPD) for C24H25CrN5O4S as an isolated structure.

Geometry as ORCA input:
```
! wB97M-V def2-TZVPD RIJCOSX def2/J DEFGRID3
* xyz 1 4
Cr -1.7142 -0.0705 0.2986
C -4.3183 3.1926 1.5660
C -3.8786 1.9874 1.0206
N -2.6349 1.5689 1.1660
C -1.7517 2.3043 1.9055
C -2.1056 3.5560 2.4514
C -3.4349 3.9801 2.2597
C -1.1282 4.3004 3.1395
C 0.1351 3.7882 3.2435
C 0.4758 2.5226 2.7328
C -0.4605 1.7341 2.0988
N -0.3254 0.4588 1.5622
C 0.6676 -0.4649 1.8369
C 1.6660 -0.4133 2.7892
C 2.5627 -1.4817 2.9608
C 2.4815 -2.6280 2.2166
C 1.4528 -2.7433 1.2632
C 1.2204 -3.9059 0.5074
C 0.1635 -3.9590 -0.3649
C -0.6708 -2.8497 -0.4981
N -0.4695 -1.7327 0.1775
C 0.5673 -1.6579 1.0686
H -5.3475 3.4899 1.4236
H -4.5451 1.3419 0.4613
H -3.7460 4.9313 2.6744
H -1.3846 5.2659 3.5558
H 0.9085 4.3587 3.7415
H 1.4996 2.1990 2.8372
H 1.7577 0.4283 3.4560
H 3.3277 -1.3841 3.7207
H 3.1654 -3.4532 2.3647
H 1.8755 -4.7578 0.6444
H -0.0517 -4.8486 -0.9407
H -1.5311 -2.8791 -1.1568
N -2.6085 -0.4774 -1.9118
N -3.4334 -1.5927 -1.6819
C -3.9281 -1.7836 -0.3594
O -4.7777 -2.6143 -0.1900
O -3.2943 -1.0942 0.5460
H -3.1141 0.2929 -2.3438
H -1.8465 -0.7444 -2.5305
H -4.0948 -1.8305 -2.4052
C 3.8001 0.0291 -0.5538
C 3.5989 -0.3880 -2.0051
S 1.9108 -1.0162 -2.2016
O 1.0098 0.1655 -1.9804
C 1.9278 -1.3140 -3.9982
C 2.1222 -0.0628 -4.8455
H 4.8181 0.3875 -0.4075
H 3.6329 -0.8131 0.1243
H 3.1135 0.8331 -0.2861
H 4.2761 -1.1929 -2.2964
H 3.7240 0.4524 -2.6863
H 0.9687 -1.7939 -4.1972
H 2.6961 -2.0709 -4.1720
H 1.4708 0.7393 -4.4942
H 1.8777 -0.2731 -5.8859
H 3.1525 0.2850 -4.8125
O -0.6249 2.3087 -1.6151
C -0.8065 1.3899 -0.9936
*
```

E_HOMO (alpha / beta): -10.0638 / -10.3139 eV
Expectation value of S²: 3.78
LUMO energy (alpha / beta): -3.2 / -3.5 eV

In elementary charge units, the natural (NBO) charges are: number 1, Cr, carries 1.19; number 2, C, carries -0.26; number 3, C, carries 0.10; number 4, N, carries -0.49; number 5, C, carries 0.21; number 6, C, carries -0.09; number 7, C, carries -0.08; number 8, C, carries -0.20; number 9, C, carries -0.17; number 10, C, carries -0.24; number 11, C, carries 0.15; number 12, N, carries -0.59; number 13, C, carries 0.15; number 14, C, carries -0.25; number 15, C, carries -0.17; number 16, C, carries -0.22; number 17, C, carries -0.10; number 18, C, carries -0.08; number 19, C, carries -0.26; number 20, C, carries 0.09; number 21, N, carries -0.50; number 22, C, carries 0.22; number 23, H, carries 0.24; number 24, H, carries 0.22; number 25, H, carries 0.23; number 26, H, carries 0.23; number 27, H, carries 0.23; number 28, H, carries 0.22; number 29, H, carries 0.23; number 30, H, carries 0.23; number 31, H, carries 0.23; number 32, H, carries 0.23; number 33, H, carries 0.24; number 34, H, carries 0.22; number 35, N, carries -0.64; number 36, N, carries -0.53; number 37, C, carries 0.87; number 38, O, carries -0.59; number 39, O, carries -0.74; number 40, H, carries 0.38; number 41, H, carries 0.39; number 42, H, carries 0.40; number 43, C, carries -0.63; number 44, C, carries -0.60; number 45, S, carries 1.24; number 46, O, carries -1.03; number 47, C, carries -0.59; number 48, C, carries -0.63; number 49, H, carries 0.23; number 50, H, carries 0.22; number 51, H, carries 0.23; number 52, H, carries 0.23; number 53, H, carries 0.23; number 54, H, carries 0.23; number 55, H, carries 0.23; number 56, H, carries 0.23; number 57, H, carries 0.23; number 58, H, carries 0.22; number 59, O, carries -0.41; number 60, C, carries 0.64

=====

(3)
Density functional theory data (wB97M-V/def2-TZVPD) for a 2-piece molecular cluster, C3H11N3O3 overall.

Geometry as ORCA input:
```
! wB97M-V def2-TZVPD RIJCOSX def2/J DEFGRID3
* xyz 0 1
C 1.6564 0.5918 -1.0656
C -1.3965 0.2680 -1.1528
N -0.5541 0.5755 -0.0029
N -1.2241 1.4397 0.8882
O 2.8363 0.5694 -0.4341
H 3.0971 -0.3611 -0.3367
H -2.2111 1.1943 1.0013
H -0.8750 1.3677 1.8395
H 1.2493 1.5939 -1.0460
H 1.5502 0.1115 -2.0308
H -2.3436 -0.1856 -0.8325
H -0.8941 -0.4438 -1.8033
H -1.6080 1.1912 -1.6928
C 0.0909 -0.6485 0.6007
N -0.9352 -1.6270 0.9328
O 0.6611 -0.2516 1.8417
O 1.0000 -1.0555 -0.3019
H 1.5395 0.0973 1.6568
H -0.9963 -2.2980 0.1762
H -0.6428 -2.1292 1.7621
*
```

E_HOMO: -7.9843 eV
LUMO energy: 0.6 eV

In elementary charge units, the natural (NBO) charges are: number 1, C, carries 0.27; number 2, C, carries -0.44; number 3, N, carries -0.32; number 4, N, carries -0.67; number 5, O, carries -0.68; number 6, H, carries 0.50; number 7, H, carries 0.33; number 8, H, carries 0.38; number 9, H, carries 0.20; number 10, H, carries 0.17; number 11, H, carries 0.18; number 12, H, carries 0.22; number 13, H, carries 0.21; number 14, C, carries 0.75; number 15, N, carries -0.88; number 16, O, carries -0.75; number 17, O, carries -0.70; number 18, H, carries 0.48; number 19, H, carries 0.37; number 20, H, carries 0.38

=====

(4)
Density functional theory data (wB97M-V/def2-TZVPD) for one molecule with the formula C17H16Cl2N4O.

Geometry as ORCA input:
```
! wB97M-V def2-TZVPD RIJCOSX def2/J DEFGRID3
* xyz 0 1
O -1.4360 1.2101 -1.9335
C -0.9939 1.2262 -0.8826
C -1.1169 0.1779 0.1116
C -2.3484 -0.1586 0.2902
C -2.4980 -1.5811 1.1834
C -3.6053 -1.3775 2.1180
Cl -4.6187 0.2234 2.0842
C -3.9656 -2.3421 2.8439
C -3.1285 -3.6147 2.9296
C -2.0920 -3.5935 2.1850
C -1.6838 -2.5064 1.2917
Cl -0.3376 -2.7787 0.3550
N -0.1412 2.1702 -0.5964
C 0.3870 3.1586 -1.7074
C 1.7199 2.8025 -2.1807
N 2.4191 1.9610 -0.9790
C 2.4585 0.6824 -1.0349
N 2.3078 -0.0241 -2.5034
C 2.3873 -1.3194 -2.6214
C 2.4176 -2.1352 -1.4090
C 2.6543 -1.6929 -0.2012
N 2.5301 -0.2961 -0.1703
C 2.2835 2.4975 0.3868
C 0.5849 2.6461 0.6635
H 0.0126 -0.1668 0.6143
H -3.0676 0.0618 -0.2429
H -4.7620 -2.1722 3.6289
H -3.3047 -4.4947 3.6974
H -1.5754 -4.5726 1.9564
H -0.0625 3.0724 -2.4496
H 0.4278 4.0028 -1.5936
H 2.7639 3.5395 -2.1230
H 1.9762 1.9982 -2.9379
H 2.2767 -1.6788 -3.6432
H 2.5478 -3.3069 -1.4962
H 2.4208 -1.9885 0.6605
H 2.7786 1.7719 1.1289
H 2.6381 3.4136 0.2189
H 0.4536 3.5761 1.0502
H 0.2921 1.6087 1.3077
*
```

SMILES string: O=C(/C=C/c1c(Cl)cccc1Cl)N1CCN(c2ncccn2)CC1
E_HOMO: -8.0464 eV
LUMO energy: 0.6 eV

In elementary charge units, the natural (NBO) charges are: number 1, O, carries -0.59; number 2, C, carries 0.62; number 3, C, carries -0.29; number 4, C, carries -0.09; number 5, C, carries -0.08; number 6, C, carries 0.07; number 7, Cl, carries -0.07; number 8, C, carries -0.25; number 9, C, carries -0.19; number 10, C, carries -0.21; number 11, C, carries -0.10; number 12, Cl, carries 0.07; number 13, N, carries -0.42; number 14, C, carries -0.23; number 15, C, carries -0.20; number 16, N, carries -0.43; number 17, C, carries 0.62; number 18, N, carries -0.50; number 19, C, carries 0.06; number 20, C, carries -0.29; number 21, C, carries 0.04; number 22, N, carries -0.61; number 23, C, carries -0.23; number 24, C, carries -0.22; number 25, H, carries 0.27; number 26, H, carries 0.19; number 27, H, carries 0.23; number 28, H, carries 0.24; number 29, H, carries 0.22; number 30, H, carries 0.21; number 31, H, carries 0.17; number 32, H, carries 0.22; number 33, H, carries 0.29; number 34, H, carries 0.21; number 35, H, carries 0.20; number 36, H, carries 0.20; number 37, H, carries 0.26; number 38, H, carries 0.18; number 39, H, carries 0.20; number 40, H, carries 0.22

=====

(5)
Density functional theory data (wB97M-V/def2-TZVPD) for one molecule with the formula C9H22NO2P.

Geometry as ORCA input:
```
! wB97M-V def2-TZVPD RIJCOSX def2/J DEFGRID3
* xyz 0 1
C 2.5724 2.2806 -2.1494
C 2.7759 1.3724 -0.9319
P 1.2756 1.2211 0.1667
C 2.0729 0.9476 1.8050
C 0.6660 -0.5304 -0.2544
O 0.6801 -1.4175 0.8532
C 1.7743 -2.3061 0.8591
C -0.7590 -0.5099 -0.8375
N -1.1560 -1.8099 -1.3780
C -1.7747 -0.0204 0.1962
C -3.2393 -0.1426 -0.2158
C -4.1773 -0.0053 0.9707
O -4.0460 1.2589 1.6207
H 1.8914 3.1016 -1.9257
H 3.5150 2.7111 -2.4889
H 2.1490 1.7280 -2.9896
H 3.5917 1.7467 -0.3099
H 3.0825 0.3780 -1.2618
H 2.3881 1.9209 2.1840
H 2.9426 0.2896 1.7810
H 1.3354 0.5346 2.4914
H 1.3263 -0.9222 -1.0401
H 1.6794 -3.0516 0.0595
H 2.7296 -1.7862 0.7317
H 1.7785 -2.8140 1.8227
H -0.7410 0.1962 -1.6773
H -1.2309 -2.4776 -0.6154
H -0.4371 -2.1727 -1.9958
H -1.6041 -0.5672 1.1324
H -1.5558 1.0249 0.4143
H -3.4207 -1.1035 -0.7032
H -3.4816 0.6281 -0.9532
H -5.2156 -0.0701 0.6401
H -4.0092 -0.8231 1.6801
H -3.3784 1.1897 2.3192
*
```

SMILES string: CCP(C)[C@@H](OC)[C@@H](N)CCCO
E_HOMO: -8.3798 eV
LUMO energy: 0.8 eV

In elementary charge units, the natural (NBO) charges are: number 1, C, carries -0.61; number 2, C, carries -0.70; number 3, P, carries 0.73; number 4, C, carries -0.93; number 5, C, carries -0.15; number 6, O, carries -0.57; number 7, C, carries -0.24; number 8, C, carries -0.07; number 9, N, carries -0.83; number 10, C, carries -0.43; number 11, C, carries -0.43; number 12, C, carries -0.05; number 13, O, carries -0.73; number 14, H, carries 0.21; number 15, H, carries 0.21; number 16, H, carries 0.20; number 17, H, carries 0.22; number 18, H, carries 0.21; number 19, H, carries 0.23; number 20, H, carries 0.21; number 21, H, carries 0.24; number 22, H, carries 0.18; number 23, H, carries 0.17; number 24, H, carries 0.17; number 25, H, carries 0.20; number 26, H, carries 0.19; number 27, H, carries 0.35; number 28, H, carries 0.35; number 29, H, carries 0.20; number 30, H, carries 0.23; number 31, H, carries 0.22; number 32, H, carries 0.20; number 33, H, carries 0.18; number 34, H, carries 0.15; number 35, H, carries 0.47

=====

(6)
Density functional theory data (wB97M-V/def2-TZVPD) for one molecule with the formula C6H9N3O2.

Geometry as ORCA input:
```
! wB97M-V def2-TZVPD RIJCOSX def2/J DEFGRID3
* xyz 0 1
C 1.3711 2.5260 0.0283
C 0.5368 1.3317 -0.0100
N -0.7719 1.3670 -0.0702
C -1.2369 0.1189 -0.1096
C -2.7121 -0.2378 -0.3175
N -0.1775 -0.7640 -0.1237
C -0.3135 -2.1237 0.4742
C 1.0077 -0.0270 -0.0064
N 2.2762 -0.6757 -0.2422
O 3.1919 -0.0616 0.1647
O 2.2777 -1.8503 -0.6219
H 0.7811 3.2935 0.6269
H 1.3948 2.9745 -1.0220
H 2.4485 2.4705 0.3153
H -3.2041 0.6122 -0.7711
H -2.6716 -1.0669 -1.0407
H -3.2527 -0.5394 0.5740
H 0.4662 -2.1007 1.3051
H -1.3738 -2.3482 0.9405
H -0.0379 -2.8993 -0.0938
*
```

SMILES string: Cc1nc(C)n(C)c1[N+](=O)[O-]
E_HOMO: -8.9546 eV
LUMO energy: -0.1 eV

In elementary charge units, the natural (NBO) charges are: number 1, C, carries -0.67; number 2, C, carries 0.20; number 3, N, carries -0.48; number 4, C, carries 0.43; number 5, C, carries -0.66; number 6, N, carries -0.33; number 7, C, carries -0.39; number 8, C, carries 0.07; number 9, N, carries 0.53; number 10, O, carries -0.36; number 11, O, carries -0.42; number 12, H, carries 0.24; number 13, H, carries 0.23; number 14, H, carries 0.25; number 15, H, carries 0.25; number 16, H, carries 0.23; number 17, H, carries 0.23; number 18, H, carries 0.22; number 19, H, carries 0.21; number 20, H, carries 0.21

=====

(7)
Density functional theory data (wB97M-V/def2-TZVPD) for a 5-piece molecular cluster, C4H18O4 overall.

Geometry as ORCA input:
```
! wB97M-V def2-TZVPD RIJCOSX def2/J DEFGRID3
* xyz -1 2
C 1.5530 -0.5208 -1.4678
C 0.8041 -0.5462 -0.0481
C 0.2080 -1.9257 0.2401
C 1.7625 0.0396 0.9492
H 1.2724 0.4208 -2.1150
H 2.6923 -0.5703 -1.4915
H 1.2516 -1.4331 -1.9832
H -0.1064 0.1629 -0.0835
H -0.3792 -1.8841 1.1157
H 1.0305 -2.6189 0.4442
H -0.4120 -2.3032 -0.6155
H 2.3844 0.7927 0.5620
H 1.2541 0.6443 1.7885
H 2.2645 -0.6815 1.5716
H 0.1014 -1.8026 2.4895
H 0.5740 -3.0754 3.2700
O 0.8981 -2.2252 2.8212
H 0.9749 2.2130 -3.1683
H -0.0058 1.7419 -2.2039
O 0.0798 1.9040 -3.1020
H -4.0375 0.4627 0.9081
H -2.7166 0.8209 1.2616
O -3.1995 0.0333 1.2457
H -3.2277 3.9498 -0.4430
H -2.0650 3.2968 -1.1111
O -2.9558 3.1042 -0.8347
*
```

E_HOMO (alpha / beta): 0.6839 / -7.4165 eV
Expectation value of S²: 0.75
LUMO energy (alpha / beta): 3.1 / 2.9 eV

In elementary charge units, the natural (NBO) charges are: number 1, C, carries -0.64; number 2, C, carries -0.30; number 3, C, carries -0.58; number 4, C, carries -0.69; number 5, H, carries 0.21; number 6, H, carries 0.19; number 7, H, carries 0.19; number 8, H, carries 0.19; number 9, H, carries 0.16; number 10, H, carries 0.20; number 11, H, carries 0.21; number 12, H, carries 0.21; number 13, H, carries 0.19; number 14, H, carries 0.22; number 15, H, carries 0.47; number 16, H, carries 0.46; number 17, O, carries -0.95; number 18, H, carries 0.44; number 19, H, carries 0.43; number 20, O, carries -1.00; number 21, H, carries 0.45; number 22, H, carries 0.45; number 23, O, carries -1.00; number 24, H, carries 0.38; number 25, H, carries 0.36; number 26, O, carries -1.25

=====

(8)
Density functional theory data (wB97M-V/def2-TZVPD) for an isolated ion of composition C3H4N and charge +1.

Geometry as ORCA input:
```
! wB97M-V def2-TZVPD RIJCOSX def2/J DEFGRID3
* xyz 1 1
C 0.9840 0.6259 -0.7901
C 2.0604 -0.0611 -0.5579
C -0.1346 -0.5823 0.7337
N -0.2497 0.3537 -0.1359
H 1.3791 1.5554 -1.2527
H 0.7116 -1.3160 0.6696
H -0.7855 -0.7220 1.5144
H -1.2100 0.7082 -0.2739
*
```

E_HOMO: -16.2249 eV
LUMO energy: -6.8 eV

In elementary charge units, the natural (NBO) charges are: number 1, C, carries -0.47; number 2, C, carries 0.37; number 3, C, carries 0.19; number 4, N, carries -0.40; number 5, H, carries 0.35; number 6, H, carries 0.24; number 7, H, carries 0.23; number 8, H, carries 0.48

=====

M / g/mol: 135.2 531.6 137.1 363.2 207.3 155.2 130.2 54.1
Electronic energy / a.u.: -738.18777 -2946.84682 -510.78183 -1871.51325 -902.66912 -548.64864 -464.05771 -170.96957
ΔE to the lowest compared entry with this formula, charge and spin / kcal per mole: 0.4 22.6 88.8 314.0 0.0 108.4 36.7 84.4